Record 1
An isolated molecule of C3H2FNO at a distorted geometry, computed with ωB97M-V/def2-TZVPD.

Each line ends with the Löwdin charge.
Element x y z (Å)
N: -3.0349 -0.4671 1.3407  0.122
C: -1.9669 -0.3400 0.9622  -0.108
C: -0.5040 -0.5686 0.0791  -0.154
F: 0.2302 -1.6906 0.5668  -0.026
C: 0.1893 0.8169 0.1396  -0.217
O: -0.5121 1.7969 0.1449  0.078
H: -0.7747 -0.7191 -0.9927  0.151
H: 1.3339 0.7529 0.0109  0.154

Atomic forces in eV per Å
N -0.91 0.21 0.62
C 4.16 -1.49 -2.88
C -2.17 0.01 2.16
F -1.31 2.29 -0.81
C 0.30 -0.45 -0.46
O 1.29 -0.78 0.11
H -0.03 -0.29 0.92
H -1.32 0.52 0.34

- E_tot: -345.29548 a.u.
- ΔE to the lowest compared entry with this formula, charge and spin: 35.5 kcal per mole
- Net charge: 0
- F_max: 5.27 eV/Å

---

Record 2
A structure of composition C6H11BrO at a distorted geometry, computed with ωB97M-V/def2-TZVPD.

Each line ends with the Löwdin charge.
Element x y z (Å)
C: -1.7638 1.7596 -0.0284  0.025
C: -0.7722 1.0118 0.0072  0.060
C: -0.5803 -1.3971 -0.2109  -0.026
C: 0.8573 -0.1060 1.4197  -0.035
C: 1.2078 0.1444 -1.0683  -0.037
C: 0.1711 -0.0763 0.0472  -0.597
O: -3.7962 -1.3044 0.1916  -0.946
Br: -4.4697 0.2126 0.1675  0.746
H: -2.8413 1.2348 0.0305  -0.079
H: -1.9473 2.8115 -0.0802  0.092
H: -0.9800 -1.4115 -1.2214  0.096
H: -1.4128 -1.5218 0.4764  0.067
H: 0.1099 -2.2293 -0.0925  0.094
H: 1.2467 0.8776 1.6760  0.088
H: 0.1566 -0.4145 2.1901  0.093
H: 1.6880 -0.8096 1.3993  0.090
H: 0.7118 0.3147 -2.0214  0.091
H: 1.8389 -0.7357 -1.1588  0.090
H: 1.8370 1.0038 -0.8443  0.088

Atomic forces in eV per Å
C 0.57 0.36 0.00
C -0.81 -0.39 -0.02
C -0.33 0.00 -0.01
C 0.00 0.04 -0.01
C -0.03 0.14 -0.03
C 0.63 -0.04 0.05
O 1.15 -2.03 0.05
Br -0.76 2.31 -0.07
H -0.67 -0.66 0.07
H 0.06 0.41 -0.04
H -0.08 -0.03 -0.05
H -0.09 0.00 -0.01
H 0.22 0.00 0.00
H 0.07 0.03 0.04
H -0.07 -0.02 0.09
H 0.01 -0.07 -0.02
H 0.00 -0.02 -0.08
H 0.06 -0.09 0.05
H 0.07 0.05 -0.03

- E_tot: -2884.24296 a.u.
- ΔE to the lowest compared entry with this formula, charge and spin: 100.6 kcal per mole
- Net charge: 0
- F_max: 2.43 eV/Å

---

Record 3
An isolated molecule of C2H3NS2 at a distorted geometry, computed with ωB97M-V/def2-TZVPD.

Each line ends with the Löwdin charge.
Element x y z (Å)
C: 0.2740 1.2242 -0.0521  -0.625
N: -0.9714 1.2859 -0.0976  -0.287
S: -1.6192 -0.3156 -0.3453  0.851
C: -0.1160 -0.9506 0.1859  -0.969
S: 1.3312 -0.1732 -0.3565  0.877
H: 0.8236 2.1072 -0.0738  0.046
H: 0.1189 -1.2350 1.1912  0.031
H: 0.1590 -1.9430 -0.4518  0.077

Atomic forces in eV per Å
C 1.83 1.49 -1.08
N -1.07 -0.61 0.03
S -0.28 0.99 0.17
C 1.89 -7.33 -1.94
S -0.33 2.25 -0.26
H 0.63 1.87 0.41
H -1.05 0.10 0.95
H -1.62 1.24 1.72

- E_tot: -929.05921 a.u.
- ΔE to the lowest compared entry with this formula, charge and spin: 36.5 kcal per mole
- Net charge: 0
- F_max: 7.82 eV/Å

---

Record 4
A structure of composition C6H9NS at a distorted geometry, computed with ωB97M-V/def2-TZVPD.

Each line ends with the Löwdin charge.
Element x y z (Å)
C: -0.6832 0.9350 0.0035  -0.464
C: 0.4282 0.9045 0.9266  -0.285
C: 1.3443 1.3826 -0.2457  -0.068
C: 0.3588 0.3860 -1.0006  -0.288
C: 1.8817 -1.2635 -0.0230  -0.116
C: 0.8440 -0.5655 0.9235  -0.177
H: -3.0759 0.1811 0.6918  -0.182
H: -1.0647 1.8494 -0.2258  0.071
H: 0.4867 1.7299 1.7259  0.168
H: 0.9282 2.3641 -0.5389  0.114
H: 2.4405 1.1987 -0.2243  0.115
H: -0.0989 0.4611 -2.0925  0.167
H: 1.9853 -2.4418 0.2733  0.161
H: 2.7714 -0.8312 -0.4381  0.089
H: 0.2701 -0.9545 1.6678  0.083
N: 0.6205 -1.0188 -0.5086  -0.078
S: -2.1268 -0.4437 -0.0491  0.690

Atomic forces in eV per Å
C -1.85 -5.08 -1.48
C 4.09 2.45 1.58
C -1.69 -0.08 -1.37
C -1.12 0.44 -2.79
C 0.70 -2.76 3.24
C 1.38 0.29 -1.37
H 0.36 0.03 -0.23
H -1.21 2.45 -0.72
H -0.21 -2.30 -0.09
H 1.34 -0.06 -0.03
H -0.93 0.55 -0.01
H 1.87 -0.34 1.83
H 0.06 3.02 -0.83
H 0.30 0.33 0.06
H -0.92 -2.73 1.77
N -3.11 2.15 -0.29
S 0.93 1.64 0.74

- E_tot: -686.78033 a.u.
- ΔE to the lowest compared entry with this formula, charge and spin: 114.5 kcal per mole
- Net charge: 0
- F_max: 5.60 eV/Å

---

Record 5
A structure of composition C24H17AuF5N4O, computed with ωB97M-V/def2-TZVPD.

Each line ends with the Löwdin charge.
Element x y z (Å)
Au: -0.3641 1.0456 -0.4853  1.158
C: 3.9432 -0.7954 -3.0500  -0.060
C: 3.6911 0.3273 -2.2697  -0.051
C: 2.6736 0.3110 -1.3337  -0.037
C: 1.9063 -0.8357 -1.1829  -0.251
C: 2.1602 -1.9671 -1.9317  -0.016
C: 3.1826 -1.9381 -2.8749  -0.046
N: 0.8404 -0.7991 -0.1610  -0.051
C: 1.4415 -0.6273 1.1827  -0.180
C: 2.5117 -1.4244 1.5531  -0.011
C: 3.1006 -1.2603 2.7947  -0.044
C: 2.6315 -0.2780 3.6625  -0.048
C: 1.5969 0.5570 3.2888  0.004
C: 1.0082 0.3900 2.0348  -0.202
N: 0.0428 1.2580 1.5447  -0.101
N: -0.4128 2.3083 2.1519  0.090
C: -1.1196 3.1303 1.3215  -0.323
C: -1.7022 4.2971 1.8420  0.005
C: -2.3950 5.1330 1.0081  -0.038
C: -2.5163 4.8222 -0.3539  -0.050
C: -1.9334 3.6728 -0.8162  -0.124
N: -1.2527 2.8383 -0.0060  -0.061
H: 4.7327 -0.7791 -3.7873  0.113
H: 4.2907 1.2187 -2.3870  0.114
H: 2.4896 1.1776 -0.7090  0.110
H: 1.5850 -2.8723 -1.7931  0.125
H: 3.3801 -2.8198 -3.4671  0.115
H: 2.8725 -2.1814 0.8697  0.133
H: 3.9247 -1.8965 3.0836  0.116
H: 3.0969 -0.1465 4.6291  0.116
H: 1.2477 1.3532 3.9284  0.114
H: -1.5782 4.5013 2.8945  0.122
H: -2.8469 6.0326 1.4025  0.120
H: -3.0515 5.4620 -1.0380  0.114
H: -1.9927 3.3818 -1.8549  0.116
C: -3.9295 0.1744 -0.8185  -0.126
O: -2.8693 -0.2505 0.0353  -0.171
H: -4.2832 1.1721 -0.5515  0.079
H: -4.7642 -0.5273 -0.7941  0.088
H: -3.5278 0.1970 -1.8297  0.079
H: -3.1910 -0.2750 0.9425  0.094
F: -0.7024 -0.8769 -2.3689  0.076
C: -0.8864 -1.8697 -1.4769  -0.196
C: -0.1319 -1.8713 -0.3065  -0.113
C: -0.4186 -2.8787 0.6098  -0.119
F: 0.2078 -3.0003 1.7776  0.137
C: -1.4121 -3.8202 0.3545  -0.125
F: -1.6611 -4.7554 1.2601  0.154
C: -2.1280 -3.7963 -0.8268  -0.122
F: -3.0682 -4.6962 -1.0633  0.163
C: -1.8592 -2.8019 -1.7559  -0.140
F: -2.5602 -2.7210 -2.8784  0.152

Atomic forces in eV per Å
Au 0.18 -0.09 0.07
C -0.02 -0.01 0.01
C 0.03 -0.01 -0.01
C 0.03 -0.02 -0.05
C 0.05 0.01 -0.02
C 0.08 -0.04 -0.03
C -0.02 0.04 0.03
N -0.17 0.05 -0.17
C 0.28 -0.16 0.04
C -0.13 -0.01 0.05
C -0.03 -0.01 -0.02
C -0.01 0.03 -0.01
C 0.10 -0.11 0.02
C -0.30 0.27 -0.08
N 0.18 -0.07 0.42
N -0.08 0.05 -0.29
C 0.11 -0.10 0.23
C 0.01 0.00 -0.04
C -0.03 0.02 -0.01
C 0.02 -0.02 -0.01
C 0.00 0.03 0.09
N -0.20 0.13 -0.17
H 0.03 0.01 -0.01
H 0.02 0.02 -0.02
H -0.01 0.01 0.00
H -0.01 0.00 -0.01
H 0.01 -0.03 -0.02
H 0.03 -0.03 0.00
H 0.02 0.00 0.01
H 0.01 -0.01 0.03
H -0.02 0.02 0.01
H 0.00 0.00 0.02
H 0.00 0.02 -0.01
H -0.02 0.03 0.00
H -0.01 -0.01 -0.03
C -0.06 -0.02 -0.05
O 0.07 -0.01 0.11
H -0.02 0.01 -0.02
H -0.02 0.02 0.00
H -0.01 0.01 -0.03
H 0.01 0.00 0.00
F -0.02 -0.05 0.04
C -0.12 -0.06 -0.16
C -0.01 -0.07 0.05
C -0.04 0.01 0.04
F 0.04 0.07 -0.04
C 0.00 0.02 -0.06
F 0.01 0.02 -0.02
C 0.00 0.01 0.01
F 0.05 0.05 0.02
C 0.03 -0.02 0.10
F 0.01 0.00 -0.01

- Multiplicity: 3
- E_tot: -1853.69194 a.u.
- ⟨S²⟩: 2.028
- Net charge: +1
- F_max: 0.46 eV/Å

---

Record 6
An isolated molecule of C2H6N2O at a distorted geometry, computed with ωB97M-V/def2-TZVPD.

Each line ends with the Löwdin charge.
Element x y z (Å)
N: 0.4056 -1.5977 -0.3029  0.017
C: -0.7098 -0.7047 -0.1824  -0.223
N: -0.5428 0.5673 0.6628  0.042
C: 0.4766 1.3316 0.2624  -0.381
O: 1.4485 1.2262 -0.5232  -0.015
H: 1.1227 -1.5137 0.3543  0.048
H: 1.1115 -1.2361 -0.9478  0.073
H: -0.8444 -0.2384 -1.1349  0.109
H: -1.5308 -1.2769 0.1733  0.099
H: -1.3228 1.1277 0.7684  0.092
H: 0.3857 2.3146 0.8699  0.140

Atomic forces in eV per Å
N 0.96 0.15 -1.44
C 0.87 1.50 0.31
N 2.26 -3.86 -1.56
C 3.02 3.77 0.02
O -2.81 -1.01 1.81
H 0.30 -0.32 3.24
H -1.09 0.24 -1.46
H -0.74 -0.55 -1.02
H -0.95 -0.01 0.29
H -2.10 0.91 0.74
H 0.28 -0.83 -0.92

- E_tot: -264.51639 a.u.
- ΔE to the lowest compared entry with this formula, charge and spin: 44.5 kcal per mole
- Net charge: 0
- F_max: 4.84 eV/Å

---

Record 7
A cluster of 2 separate species, C4H14N2O in total at a distorted geometry, computed with ωB97M-V/def2-TZVPD.

Each line ends with the Löwdin charge.
Element x y z (Å)
C: 0.2945 2.1233 2.0056  -0.130
N: 0.3291 1.2611 0.8281  -0.140
C: -0.8155 0.4135 0.5711  -0.278
C: -1.2181 0.2964 -0.8684  -0.220
C: -0.1804 -0.1680 -1.8651  -0.285
N: 0.1524 -1.6123 -1.7753  -0.011
H: -0.5968 2.7865 1.9411  0.076
H: 0.1895 1.5245 2.9032  0.076
H: 1.1395 2.8000 1.9315  0.075
H: 0.4709 1.8670 0.0195  0.097
H: -1.6414 0.9521 1.0832  0.107
H: -0.8550 -0.5714 1.0540  0.110
H: -1.5082 1.3248 -1.1605  0.117
H: -2.1179 -0.3006 -1.0474  0.114
H: 0.7455 0.3597 -1.6118  0.093
H: -0.3510 0.0821 -2.9131  0.107
H: -0.5210 -2.1305 -1.2144  0.054
H: -0.0115 -2.0294 -2.6914  0.058
O: 2.5803 -2.9409 1.0185  -0.076
H: 2.1007 -3.1715 0.1953  0.033
H: 1.8143 -2.8664 1.5964  0.022

Atomic forces in eV per Å
C -1.41 0.15 -1.20
N 1.20 -0.26 -0.86
C -1.54 0.59 1.56
C -0.61 1.08 -1.63
C 1.59 -0.40 0.56
N -0.61 -0.51 -0.49
H 0.08 -0.19 0.33
H 0.50 0.14 0.26
H 0.35 -0.29 0.61
H 0.05 -0.37 0.18
H -0.36 -0.44 -0.28
H 0.93 0.04 0.10
H 0.07 -0.31 -0.13
H -0.07 -0.04 0.57
H 0.06 0.05 -0.11
H -0.62 0.16 0.17
H 0.02 0.39 0.29
H 0.36 0.12 0.11
O -0.99 -0.41 -0.75
H 0.78 0.29 0.22
H 0.21 0.19 0.50

- E_tot: -345.50682 a.u.
- ΔE to the lowest compared entry with this formula, charge and spin: 43.5 kcal per mole
- Net charge: 0
- F_max: 2.27 eV/Å

---

Record 8
A cluster of 10 separate species, C16H47N4O10 in total at a distorted geometry, computed with ωB97M-V/def2-TZVPD.

Each line ends with the Löwdin charge.
Element x y z (Å)
C: 0.7846 1.8958 2.7664  0.007
C: -0.3074 1.4243 1.9216  -0.138
C: -0.0445 1.4105 0.3165  -0.134
C: -0.3116 -0.0469 -0.3323  -0.251
C: -1.0115 0.2478 -1.7396  -0.101
N: 0.0784 0.3518 -2.7654  0.010
O: 0.7230 1.5673 -2.9111  -0.060
C: -0.1993 2.6353 -3.1457  -0.126
N: -1.0323 3.5050 -2.9660  0.230
C: 1.1846 -0.4308 -2.0917  -0.121
N: 2.3226 -0.5250 -2.8321  0.151
N: 0.8555 -0.9020 -0.7472  0.176
H: 1.8014 2.1034 2.2585  0.066
H: 0.6626 2.1201 3.8904  0.076
H: -1.3036 1.1148 2.3845  0.099
H: 1.0363 1.7306 0.0958  0.117
H: -0.7652 2.1387 -0.2290  0.116
H: -0.8968 -0.7640 0.3592  0.156
H: -1.4665 -0.7937 -1.9962  0.151
H: -1.9388 0.9107 -1.8041  0.149
H: 2.5338 -1.3263 -3.4543  0.169
H: 3.0341 0.2143 -2.6901  0.162
H: 0.6144 -1.9180 -0.8274  0.187
C: 2.2073 3.5132 -5.8819  -0.145
O: 2.9077 2.6215 -5.0331  -0.133
H: 2.7489 3.6086 -6.8232  0.066
H: 1.2071 3.1188 -6.0783  0.079
H: 2.1370 4.4931 -5.4037  0.089
H: 2.4011 2.5608 -4.2108  0.033
C: 5.1874 -1.9870 -0.7561  -0.143
O: 3.8516 -2.3404 -1.0910  -0.155
H: 5.5637 -2.6933 -0.0161  0.086
H: 5.8151 -2.0314 -1.6494  0.082
H: 5.2072 -0.9783 -0.3353  0.078
H: 3.5412 -1.7010 -1.7469  -0.003
C: -1.2753 -0.3041 5.6138  -0.123
O: -0.6048 -0.1420 4.3695  -0.169
H: -1.7521 0.6390 5.8834  0.087
H: -2.0365 -1.0810 5.5222  0.052
H: -0.5534 -0.5784 6.3867  0.085
H: -0.1964 -0.9933 4.1631  0.077
C: -3.4582 -3.6078 5.4562  -0.155
O: -3.1342 -2.9390 6.6645  -0.125
H: -3.0495 -3.0408 4.6177  0.067
H: -3.0214 -4.6091 5.4640  0.061
H: -4.5443 -3.6744 5.3530  0.085
H: -3.5066 -3.4608 7.3879  0.089
C: -1.4278 -5.1899 2.3937  -0.150
O: -1.0234 -3.8399 2.5869  -0.139
H: -2.3405 -5.3703 2.9630  0.083
H: -1.6224 -5.3674 1.3332  0.083
H: -0.6421 -5.8615 2.7471  0.082
H: -0.2154 -3.7085 2.0736  0.073
C: -4.4879 -0.7335 -0.2522  -0.138
O: -3.3013 -1.4452 0.0752  -0.152
H: -4.2728 -0.0464 -1.0716  0.071
H: -5.2640 -1.4358 -0.5645  0.085
H: -4.8273 -0.1646 0.6165  0.086
H: -3.5198 -2.0448 0.8018  0.085
C: 0.3978 -5.6190 5.7449  -0.144
O: -0.9387 -5.9874 5.4415  -0.140
H: 0.8048 -6.3302 6.4641  0.084
H: 1.0020 -5.6404 4.8337  0.071
H: 0.4137 -4.6162 6.1794  0.079
H: -1.2731 -5.3430 4.8049  0.009
C: -2.7219 6.1970 -0.7824  -0.167
O: -2.0354 6.3398 -2.0159  -0.141
H: -3.2045 7.1431 -0.5363  0.081
H: -3.4822 5.4162 -0.8718  0.072
H: -2.0114 5.9379 0.0072  0.072
H: -1.6180 5.4902 -2.2103  0.003
C: 4.0584 5.4355 -8.8679  -0.172
O: 5.2496 4.7396 -8.5335  -0.124
H: 4.2693 6.1211 -9.6889  0.082
H: 3.2915 4.7216 -9.1806  0.072
H: 3.7100 6.0044 -8.0018  0.074
H: 5.0363 4.1407 -7.8059  0.063

Atomic forces in eV per Å
C -2.75 -0.94 -2.44
C 3.84 1.76 1.41
C 0.08 -0.68 1.31
C -2.06 0.76 0.02
C -2.08 -3.13 0.80
N 1.32 -3.18 3.92
O -1.95 5.60 -1.56
C -2.30 1.56 2.33
N 4.72 -4.77 -1.42
C -2.24 -0.27 0.46
N 0.50 -0.35 0.56
N 0.19 1.98 -5.15
H -1.83 -0.16 0.99
H 0.21 -0.76 -2.12
H 1.53 0.55 -0.97
H -1.53 -0.34 0.43
H 1.24 -1.19 1.09
H 0.33 1.69 -1.22
H 0.63 1.69 0.02
H 1.94 -0.29 0.06
H -0.38 0.95 0.42
H -0.51 -0.78 -0.23
H 0.98 0.58 0.78
C -0.25 0.18 0.12
O 0.13 -0.44 0.54
H -0.03 -0.09 0.14
H -0.06 0.20 -0.22
H -0.10 0.09 -0.23
H 0.32 0.05 -0.35
C 0.06 0.12 -0.11
O -0.42 -0.03 -0.19
H -0.12 0.06 -0.10
H 0.18 0.02 0.15
H 0.22 -0.03 0.07
H 0.24 -0.35 0.48
C -0.05 -0.30 0.05
O 0.09 -0.15 -0.13
H 0.10 -0.05 -0.11
H -0.02 0.10 0.31
H -0.20 0.01 0.15
H -0.08 0.26 -0.02
C -0.14 -0.11 0.27
O 0.01 0.00 0.14
H 0.02 0.04 0.11
H -0.16 -0.05 -0.15
H 0.02 -0.10 -0.24
H 0.16 0.20 -0.13
C 0.25 -0.13 -0.29
O 0.11 0.45 -0.03
H 0.06 0.10 -0.07
H -0.11 -0.22 0.07
H -0.18 -0.20 -0.07
H -0.17 -0.04 0.27
C -0.20 -0.11 0.21
O 0.35 -0.18 0.10
H 0.03 -0.10 0.06
H -0.10 0.20 -0.07
H -0.14 0.09 -0.15
H 0.18 0.12 -0.18
C -0.16 0.17 -0.11
O -0.18 -0.05 -0.08
H -0.13 0.03 -0.10
H 0.22 0.04 0.10
H 0.22 -0.01 0.04
H 0.14 -0.14 0.26
C 0.19 -0.18 -0.18
O 0.14 -0.05 -0.08
H 0.08 -0.09 -0.09
H -0.12 0.03 0.22
H -0.17 0.02 0.20
H -0.16 0.30 -0.08
C 0.03 -0.19 0.22
O 0.08 -0.15 0.12
H 0.06 -0.12 0.10
H -0.17 0.18 -0.10
H -0.19 0.13 -0.13
H 0.20 0.15 -0.20

- E_tot: -1608.51345 a.u.
- Net charge: +1
- F_max: 6.86 eV/Å